No. 1
46
Properties=species:S:1:pos:R:3:forces:R:3 method="wB97M-V/def2-TZVPD" e_homo_ev=-8.5 lumo_energy_ev=0.68 total_energy_ha=-1278.97527 smiles="CCOC(=O)NC(=O)COC(=O)Cc1cc(OC)c(OC)c(OC)c1" relative_energy_kcal_mol=0.0
H 2.828 -2.864 1.888 0.0043 0.0222 -0.0162
H 3.538 2.516 -0.073 -0.0434 0.0405 0.0656
C -1.895 -2.800 0.922 -0.0377 -0.3854 -0.1837
H -2.506 -1.892 3.156 0.0939 0.2525 -0.1092
C -1.047 -0.387 2.678 -0.5400 -0.0251 -0.2872
C -1.543 2.950 -0.764 -0.4231 0.1936 -0.2344
H -1.143 -3.996 -0.677 -0.0901 0.0474 0.0560
H -3.217 -0.356 2.518 0.1523 -0.1383 -0.0142
C -0.296 -2.003 -0.686 0.1972 0.2070 -0.2681
C -1.450 -2.962 -0.515 0.0756 0.0220 0.1817
O 0.667 0.645 -2.921 -0.1090 -0.2536 0.2503
C 2.753 1.801 0.172 -0.0284 0.2579 0.2007
C 1.719 -1.038 0.217 -0.0078 -0.0172 -0.0684
H 0.687 -2.707 1.075 0.0267 -0.0591 0.1699
H 0.236 0.910 1.783 -0.1620 -0.1261 0.0309
C 0.710 -1.985 0.275 0.2297 -0.0231 0.1065
H -2.622 2.889 -2.608 -0.0693 0.0859 -0.0947
H -1.013 -1.095 -2.490 -0.1297 0.0156 -0.1065
O 2.759 0.854 -0.879 -0.2043 -0.6192 -0.1248
H -2.334 3.463 -0.207 0.1707 -0.0047 -0.0585
H -2.872 1.472 -1.580 -0.0839 -0.0207 -0.0220
H 2.655 1.144 -3.265 -0.0793 0.0715 -0.0182
O -0.242 -0.746 3.498 0.1560 -0.1077 0.2536
O -2.774 1.310 0.967 -0.4893 0.0051 -0.0984
O 2.712 -0.930 1.140 -0.0853 0.2575 -0.5142
H 3.610 -1.558 2.810 -0.0592 -0.0601 -0.0152
H 1.788 2.320 0.226 0.0632 -0.0169 -0.0346
C 1.662 1.594 -3.241 0.2669 0.2636 -0.2299
C 2.730 -1.829 2.228 -0.0473 -0.2103 0.3000
H -0.797 3.674 -1.097 -0.0797 -0.0628 0.0895
N -0.738 0.622 1.792 0.5175 0.5115 -0.1843
H -1.358 1.656 -2.479 0.0391 -0.0034 -0.0812
O -1.777 -3.616 1.792 0.0240 -0.0522 0.0548
C -0.255 -1.100 -1.725 0.0629 -0.0325 0.0511
O -0.830 2.097 0.144 0.2742 -0.1042 -0.0272
H -2.259 -2.703 -1.195 -0.0263 -0.0160 -0.0033
H 2.976 1.337 1.135 -0.0087 0.0461 -0.0805
O -2.369 -1.555 1.111 -0.2851 0.2305 -0.1961
C -1.578 1.332 0.943 0.3125 -0.0545 0.2826
C -2.136 2.187 -1.937 0.1919 -0.0206 0.3260
H 1.396 1.957 -4.235 0.0299 -0.0070 0.0702
C -2.393 -1.066 2.447 -0.1160 -0.2277 0.5117
C 0.771 -0.154 -1.824 0.0366 -0.0920 0.1154
H 1.661 2.431 -2.539 0.0308 -0.0438 -0.0255
H 1.836 -1.725 2.850 0.0665 -0.0203 -0.0754
C 1.749 -0.092 -0.831 0.1825 0.2744 0.0557

***

No. 2
18
Properties=species:S:1:pos:R:3:forces:R:3 method="wB97M-V/def2-TZVPD" e_homo_ev=-8.4 lumo_energy_ev=1.01 total_energy_ha=-377.27788 smiles=C[C@@]12N[C@@H]1[C@H](N)N2N relative_energy_kcal_mol=106.0
N 0.584 0.016 -1.404 -1.7846 -0.2000 0.2322
H 2.721 0.960 -0.004 -0.1683 -0.0086 -0.0564
H 1.386 -1.561 -0.049 0.2476 0.0694 -0.3465
H 1.917 0.939 1.564 -0.1441 0.1254 -0.0861
C 1.805 1.245 0.521 -0.0057 0.7146 -0.1257
N -0.674 0.713 0.586 -1.7897 -1.5692 -1.4957
H 1.526 -0.002 -1.791 -0.1829 -0.0684 0.2769
H 1.720 2.335 0.483 0.1571 0.0064 0.0964
H -0.620 -1.113 1.652 0.6914 -0.5199 -0.2269
C 0.537 -0.914 -0.239 2.9036 0.5995 0.7810
H -1.615 0.800 -1.215 0.1803 0.3429 0.2510
H -1.624 2.229 -0.339 0.0163 -0.1803 0.0327
C -0.667 -1.120 0.563 -1.8411 2.7870 -0.5351
C 0.586 0.614 -0.081 2.4340 -2.6349 0.7159
H -2.616 -1.708 0.413 0.2284 -0.4202 0.0223
N -1.703 1.216 -0.282 -0.2960 -0.1794 0.2734
N -1.713 -1.855 -0.022 -0.8508 0.8276 0.2152
H -1.549 -2.794 -0.357 0.2045 0.3081 -0.0246

***

No. 3
12
Properties=species:S:1:pos:R:3:forces:R:3 method="wB97M-V/def2-TZVPD" charge=-1 e_homo_ev=-4.8 lumo_energy_ev=4.29 total_energy_ha=-646.96678 smiles="C[C@@H](O)[P@H](=O)[O-]" relative_energy_kcal_mol=25.6
C 0.248 -0.677 -0.035 0.1840 -0.6237 -3.2029
H 0.401 -1.501 -0.830 -0.8075 0.8449 1.1498
H -0.950 1.629 -0.593 -0.5809 -1.3167 -0.3403
H 2.481 -0.011 -0.445 -2.3894 0.2833 -0.1618
O -1.749 0.430 1.224 -0.2046 0.2047 0.6341
O 0.127 -1.210 1.218 -0.0524 0.3088 2.1795
H -0.622 -0.609 1.674 1.1541 -1.0254 -1.0016
O -2.288 -0.509 -1.116 -0.6823 0.0722 -1.2159
P -1.377 0.227 -0.226 0.7030 0.9957 0.6065
H 1.006 0.997 -1.162 0.6832 -0.3585 0.4417
C 1.352 0.340 -0.335 1.8248 0.0809 1.5244
H 1.370 0.894 0.625 0.1679 0.5338 -0.6134

***

No. 4
94
Properties=species:S:1:pos:R:3:forces:R:3 method="wB97M-V/def2-TZVPD" charge=+2 e_homo_ev=-12.2 lumo_energy_ev=-4.81 total_energy_ha=-3149.31423 relative_energy_kcal_mol=10.0
C -3.144 1.494 -6.460 -0.0055 0.0086 0.0185
C 0.199 1.110 2.988 0.2335 0.2442 0.0952
H -2.128 -7.348 -0.196 0.0010 -0.0020 -0.0080
C 1.496 1.829 1.009 -0.1460 -0.3669 -0.0815
C 3.501 -0.387 -1.141 0.0291 0.0718 0.1536
C -1.050 4.075 -0.592 0.0203 -0.0532 -0.0617
C 0.776 2.298 2.250 -0.0723 0.1076 0.1656
H -5.869 -0.526 -6.369 0.0006 0.0028 -0.0100
H 0.230 -5.303 -1.511 0.0310 0.0290 0.0280
C -4.863 -0.167 -6.195 -0.0011 -0.0117 0.0172
H -0.232 -5.958 0.066 0.0096 -0.0146 -0.0106
H -7.022 0.624 -2.982 0.0084 -0.0044 -0.0018
O -3.592 -2.830 -3.980 0.0151 -0.0155 -0.0122
H 4.579 -2.193 2.022 -0.0090 0.0117 0.0090
H 1.409 -1.410 -2.688 -0.0053 -0.0211 0.0151
C -3.994 -0.922 -5.414 0.0303 -0.0154 -0.0215
H -0.762 -1.912 2.270 -0.0029 -0.0414 -0.0374
H 1.432 2.862 2.918 0.0029 -0.0340 -0.0131
H -2.037 -1.097 -4.586 0.0035 -0.0019 -0.0098
C 0.789 -0.590 -2.997 0.1469 0.1038 0.0705
H -0.641 2.228 -2.768 -0.1015 0.0821 0.0539
N -3.179 2.460 -1.064 -0.0202 -0.1580 -0.0481
C -4.486 -0.090 -0.873 0.0901 0.1506 -0.0353
H -5.090 1.626 -7.341 -0.0042 0.0013 0.0102
N -0.020 -1.803 0.240 0.1342 -0.0970 0.3075
H -1.984 -3.640 -2.346 -0.0003 -0.0066 0.0035
H -5.426 -6.140 -2.653 0.0005 -0.0016 0.0029
C -2.582 -6.632 -0.870 -0.0218 0.0240 0.0317
N -0.963 2.771 -0.317 0.0502 -0.0470 -0.0506
C -4.458 -2.148 -4.769 -0.0256 0.0168 -0.0207
C -6.489 0.316 0.368 0.0201 0.0003 0.0188
C -2.491 -4.558 -2.072 0.0270 0.0105 -0.0456
O -2.337 -0.587 -2.258 -0.0289 -0.0679 0.0128
H 0.405 -2.737 -1.667 -0.0142 -0.0113 0.0014
H -0.489 0.455 4.775 -0.0103 0.0025 -0.0009
N -0.264 0.734 -4.212 0.0426 0.0080 -0.0706
O -2.638 -1.670 -0.057 -0.0666 0.0152 0.0185
N 0.459 0.464 -2.182 -0.2375 -0.1400 -0.0964
H -9.005 0.939 0.053 -0.0165 -0.0195 0.0019
H 2.394 1.272 1.256 0.1771 0.2383 0.0513
H -4.182 4.092 -1.780 0.0198 0.0200 -0.0045
C -0.219 1.272 -3.011 0.0732 -0.0768 0.2182
H -2.262 5.686 -1.352 -0.0159 -0.0027 0.0068
N -8.501 0.874 -0.811 0.0741 0.0307 0.0058
C -4.442 -5.963 -2.242 0.0023 -0.0094 -0.0072
N -5.565 -3.794 -3.957 -0.0146 0.0648 -0.0339
H 0.078 2.091 4.769 0.0183 0.0045 -0.0131
C -1.899 -5.474 -1.215 0.0072 -0.0065 0.0221
C 0.074 -2.797 -0.648 -0.1356 0.1634 -0.0700
C 5.247 -1.384 0.138 0.0159 -0.0081 0.0266
C -0.879 1.265 -5.433 -0.0627 -0.0354 -0.0128
H -9.009 1.032 -1.662 -0.0132 -0.0234 -0.0046
C -5.152 0.154 -2.071 0.0262 0.0223 -0.0097
C -2.193 4.634 -1.122 -0.0621 -0.0349 -0.0007
N -0.351 -3.912 -0.095 0.1210 -0.0553 0.0293
C 2.993 -1.302 0.901 -0.0827 -0.0968 -0.0861
N 0.373 -0.456 -4.221 0.0756 0.0484 -0.0098
C -4.361 -3.841 -3.508 -0.0121 -0.0298 0.0285
C -6.491 0.462 -2.052 0.0067 0.0052 -0.0159
C -3.851 -6.872 -1.383 -0.0020 -0.0075 0.0076
H -4.377 -7.777 -1.111 -0.0024 0.0047 0.0017
H -7.021 0.363 1.310 0.0104 0.0136 0.0011
C -3.245 3.753 -1.351 0.0304 0.0290 0.0078
H 1.706 2.638 0.317 0.0190 -0.0639 -0.0837
H 5.536 -0.479 -1.795 -0.0120 0.0031 -0.0036
C -2.692 -0.488 -5.189 0.0070 0.0248 0.0422
C -2.043 2.014 -0.541 -0.1131 0.0415 0.1714
H 6.284 -1.657 0.276 -0.0051 -0.0159 -0.0134
H -4.612 0.092 -3.007 -0.0274 0.0380 0.0095
N -0.083 1.230 4.273 -0.0534 -0.0430 0.0003
N -0.727 -3.696 1.183 -0.0274 0.0304 -0.0302
C -2.273 0.732 -5.688 -0.0053 0.0251 -0.0197
C 4.304 -1.678 1.113 0.0221 -0.0061 0.0114
C -5.154 -0.011 0.346 -0.0279 -0.0863 0.0111
Sn 0.246 0.349 0.070 -0.0240 0.0374 -0.1287
C 4.836 -0.729 -1.010 -0.0092 0.0081 -0.0274
C -4.426 1.035 -6.726 -0.0066 0.0192 -0.0206
C -0.536 -2.424 1.356 0.0371 -0.0578 -0.0328
N 2.584 -0.666 -0.206 0.0197 -0.0824 -0.1485
H -0.197 1.017 -6.246 0.0048 -0.0082 0.0128
H 3.158 0.146 -2.017 -0.0306 0.0437 -0.0403
H -4.629 -0.226 1.268 -0.0148 0.0128 0.0051
C -7.183 0.560 -0.832 -0.0595 -0.0270 -0.0186
H -2.824 2.451 -6.858 -0.0020 -0.0066 -0.0043
H 2.227 -1.521 1.637 0.0397 0.0054 0.0153
N -5.630 -2.679 -4.784 -0.0025 -0.0348 0.0443
C -3.755 -4.802 -2.590 -0.0014 -0.0021 -0.0030
H -0.055 2.958 1.985 -0.0125 -0.0175 0.0474
C -0.499 -5.238 -0.702 -0.0805 -0.0017 -0.0495
H -0.909 2.348 -5.328 0.0525 0.0070 -0.0132
O 0.014 0.038 2.378 -0.2078 0.0454 -0.1292
N -1.882 0.684 -0.149 0.2398 0.1741 -0.2251
H -0.165 4.672 -0.397 -0.0028 -0.0039 0.0129
S -2.818 -0.522 -0.898 -0.0777 -0.0773 0.0696